Version 1
{
  "formula": "C19H17BrF3N3O3",
  "method": "ωB97M-V with the def2-TZVPD basis set",
  "spin_multiplicity": 1,
  "homo_energy_ev": -9.4,
  "charge": 0,
  "smiles": "O=C(c1ccc(Br)c(C(F)(F)F)c1)N1CCC2(CC1)CCN2C(=O)c1cnoc1",
  "species": ["O", "C", "C", "C", "C", "C", "Br", "C", "C", "F", "F", "F", "C", "N", "C", "C", "C", "C", "C", "C", "C", "N", "C", "O", "C", "C", "N", "O", "C", "H", "H", "H", "H", "H", "H", "H", "H", "H", "H", "H", "H", "H", "H", "H", "H", "H"],
  "xyz": [[-0.576, -3.421, -0.341], [0.137, -2.542, 0.117], [1.588, -2.834, 0.380], [2.291, -3.578, -0.556], [3.611, -3.924, -0.324], [4.228, -3.550, 0.860], [6.030, -4.065, 1.102], [3.524, -2.829, 1.822], [4.150, -2.420, 3.133], [3.281, -1.743, 3.903], [4.561, -3.478, 3.849], [5.213, -1.618, 2.952], [2.207, -2.474, 1.568], [-0.335, -1.309, 0.461], [0.466, -0.088, 0.390], [0.283, 0.580, -0.975], [-1.169, 0.763, -1.411], [-1.994, -0.491, -1.134], [-1.760, -1.058, 0.262], [-1.322, 1.283, -2.866], [-2.055, 2.524, -2.324], [-1.816, 2.030, -0.970], [-2.012, 2.567, 0.248], [-1.668, 2.012, 1.285], [-2.653, 3.903, 0.317], [-2.725, 4.663, 1.522], [-3.337, 5.792, 1.353], [-3.705, 5.821, 0.014], [-3.290, 4.701, -0.575], [1.792, -3.894, -1.462], [4.168, -4.493, -1.054], [1.654, -1.922, 2.315], [0.142, 0.579, 1.187], [1.517, -0.320, 0.535], [0.795, 1.546, -0.991], [0.760, -0.052, -1.733], [-3.053, -0.274, -1.292], [-1.703, -1.253, -1.864], [-2.294, -1.996, 0.386], [-2.080, -0.350, 1.025], [-0.373, 1.507, -3.348], [-1.916, 0.639, -3.511], [-1.579, 3.483, -2.536], [-3.113, 2.575, -2.590], [-2.339, 4.390, 2.490], [-3.532, 4.616, -1.620]]
}



Version 2
{
  "formula": "C19H17BrF3N3O3",
  "method": "ωB97M-V with the def2-TZVPD basis set",
  "spin_multiplicity": 1,
  "homo_energy_ev": -9.4,
  "charge": 0,
  "smiles": "O=C(c1ccc(Br)c(C(F)(F)F)c1)N1CCC2(CC1)CCN2C(=O)c1cnoc1",
  "species": ["O", "C", "C", "C", "C", "C", "Br", "C", "C", "F", "F", "F", "C", "N", "C", "C", "C", "C", "C", "C", "C", "N", "C", "O", "C", "C", "N", "O", "C", "H", "H", "H", "H", "H", "H", "H", "H", "H", "H", "H", "H", "H", "H", "H", "H", "H"],
  "xyz": [[-0.527, -3.322, -0.617], [0.147, -2.517, 0.030], [1.605, -2.841, 0.288], [2.337, -3.551, -0.672], [3.671, -3.878, -0.445], [4.296, -3.518, 0.747], [6.128, -3.999, 0.971], [3.576, -2.831, 1.740], [4.237, -2.438, 3.066], [3.394, -1.790, 3.874], [4.661, -3.525, 3.709], [5.274, -1.632, 2.837], [2.231, -2.511, 1.500], [-0.380, -1.364, 0.534], [0.397, -0.107, 0.581], [0.288, 0.559, -0.812], [-1.171, 0.773, -1.302], [-2.051, -0.475, -1.014], [-1.825, -1.107, 0.382], [-1.285, 1.309, -2.746], [-1.932, 2.617, -2.256], [-1.780, 2.065, -0.880], [-2.123, 2.566, 0.325], [-1.958, 1.987, 1.390], [-2.695, 3.865, 0.305], [-4.044, 4.204, 0.384], [-4.247, 5.498, 0.285], [-2.980, 6.067, 0.138], [-2.055, 5.074, 0.151], [1.870, -3.853, -1.601], [4.229, -4.420, -1.195], [1.658, -2.013, 2.273], [-0.060, 0.524, 1.344], [1.419, -0.217, 0.938], [0.817, 1.512, -0.796], [0.826, -0.056, -1.535], [-3.106, -0.223, -1.125], [-1.860, -1.237, -1.771], [-2.418, -2.004, 0.576], [-2.125, -0.419, 1.174], [-0.295, 1.422, -3.189], [-1.937, 0.666, -3.338], [-1.321, 3.517, -2.337], [-2.997, 2.738, -2.464], [-4.866, 3.514, 0.509], [-1.021, 5.370, 0.043]]
}



The data favor version 1; the next most stable structure lies 66.9 kJ/mol above it.